Molecular formula: C46H48AsCdGeN4O2
Method: DFT, the ωB97M-V functional and the def2-TZVPD basis

As for the expectation value of S²: 0.7683. As for the gap between HOMO and LUMO (alpha / beta): 0.2145 / 0.1513 Ha. The value obtained for the LUMO energy (alpha / beta) is -0.34 / -2.06 eV. The spin multiplicity is 2.

Each line ends with the Löwdin spin population.
Atoms and positions in Å:
Cd 0.8101 -0.4105 0.2451  0.127
C -1.0126 -6.1246 -1.9661  0.000
C 0.2383 -6.3408 -1.3971  0.000
C 1.0134 -5.2741 -0.9636  0.000
C 0.5671 -3.9469 -1.0908  0.000
C -0.7105 -3.7531 -1.6266  0.000
C -1.4807 -4.8223 -2.0698  0.000
N 1.3218 -2.8638 -0.6057  -0.006
C 2.6275 -2.8123 -0.8237  -0.001
C 3.3161 -3.5356 -1.8686  -0.002
C 4.6610 -3.4369 -2.0316  0.000
C 5.4750 -2.6360 -1.1682  -0.002
C 4.8865 -1.9330 -0.1698  0.000
C 3.4743 -1.9740 0.0077  -0.001
N 2.8283 -1.2712 0.9673  0.007
N 3.4742 -0.7736 1.9237  0.012
C 2.6286 -0.1613 2.8650  0.002
C 3.2539 0.4387 3.9567  0.003
C 2.4820 0.9834 4.9602  -0.001
C 1.0956 0.9023 4.8717  0.003
C 0.5544 0.2967 3.7545  0.001
N 1.2896 -0.2083 2.7575  0.031
H -1.6182 -6.9582 -2.3040  0.000
H 0.6120 -7.3535 -1.2836  0.000
H 1.9790 -5.4529 -0.5037  0.000
H -1.1194 -2.7533 -1.6674  0.000
H -2.4661 -4.6307 -2.4799  0.000
H 2.7252 -4.1381 -2.5470  0.000
H 5.1343 -3.9705 -2.8513  0.000
H 6.5452 -2.5745 -1.3329  0.000
H 5.4560 -1.2937 0.4937  0.000
H 4.3376 0.4501 3.9810  0.000
H 2.9527 1.4514 5.8178  0.000
H 0.4485 1.2920 5.6486  0.000
H -0.5190 0.2040 3.6524  0.000
C 3.9096 3.6458 1.7450  0.000
C 3.5213 2.7910 0.5562  0.000
O 2.5172 1.8545 0.8933  -0.003
H 4.6960 4.3522 1.4613  0.000
H 4.2778 3.0155 2.5578  0.000
H 3.0490 4.2128 2.1147  0.000
H 4.3851 2.2231 0.2107  0.000
H 3.1976 3.4284 -0.2740  0.000
H 1.6332 2.2786 0.8502  -0.001
C -2.0893 4.5997 0.1279  0.000
As -0.4183 3.8972 -0.5097  0.000
C 0.8022 5.3774 -0.4073  0.000
C -0.5954 3.4477 -2.3621  0.000
O 0.1411 2.6097 0.3748  0.002
H -2.6329 5.0645 -0.6946  0.000
H -1.8847 5.3355 0.9027  0.000
H -2.6710 3.7829 0.5404  0.000
H 0.3853 6.2536 -0.9089  0.000
H 1.7417 5.0956 -0.8771  0.000
H 0.9716 5.5996 0.6424  0.000
H -1.1970 4.1888 -2.8926  0.000
H -1.0730 2.4709 -2.4115  0.000
H 0.4012 3.3829 -2.7952  0.000
C -4.2042 1.9678 -3.0282  0.004
C -3.1851 1.0634 -3.3157  -0.001
C -2.4773 0.4646 -2.2794  0.004
C -2.7753 0.7491 -0.9426  0.027
C -3.8141 1.6398 -0.6712  0.007
C -4.5210 2.2505 -1.7040  0.000
Ge -1.8137 -0.1719 0.4999  0.216
C -2.5889 -1.9770 0.5588  0.050
C -1.9944 -2.9405 1.3818  0.010
C -2.5602 -4.2005 1.5253  -0.001
C -3.7282 -4.5158 0.8401  0.006
C -4.3221 -3.5725 0.0095  0.002
C -3.7508 -2.3103 -0.1374  0.012
C -2.4756 0.6588 2.1663  0.049
C -1.9741 1.8925 2.6038  0.008
C -2.4408 2.4800 3.7756  -0.001
C -3.4064 1.8346 4.5393  0.006
C -3.9084 0.6077 4.1221  0.001
C -3.4449 0.0207 2.9474  0.013
H -4.7554 2.4392 -3.8325  0.000
H -2.9379 0.8296 -4.3467  0.000
H -1.6790 -0.2267 -2.5179  0.000
H -4.0878 1.8465 0.3611  0.001
H -5.3285 2.9389 -1.4735  0.000
H -1.0763 -2.7062 1.9123  0.002
H -2.0855 -4.9413 2.1589  0.000
H -4.1675 -5.5020 0.9423  0.000
H -5.2301 -3.8193 -0.5300  0.000
H -4.2226 -1.5783 -0.7865  0.001
H -1.1877 2.3751 2.0353  0.000
H -2.0343 3.4298 4.1046  0.000
H -3.7638 2.2841 5.4584  0.000
H -4.6636 0.1022 4.7144  0.000
H -3.8475 -0.9367 2.6346  0.001
C 2.1584 0.6394 -4.5179  -0.010
C 2.6926 1.3229 -3.4336  0.017
C 2.2819 1.0155 -2.1358  0.041
C 1.3453 0.0154 -1.9320  0.304
C 0.8220 -0.6867 -3.0036  0.030
C 1.2300 -0.3738 -4.2982  0.014
H 2.4741 0.8821 -5.5261  0.000
H 3.4373 2.0986 -3.5859  0.003
H 2.7128 1.5431 -1.2968  0.005
H 0.1413 -1.5142 -2.8603  0.002
H 0.8277 -0.9406 -5.1316  0.002

Molecular formula: C46H48INO3S
Method: DFT, the ωB97M-V functional and the def2-TZVPD basis

As for the gap between HOMO and LUMO: 0.2435 Ha. The value obtained for the LUMO energy is -2.53 eV.

Each line ends with the Löwdin charge.
Atoms and positions in Å:
C -3.5455 1.7492 2.2045  -0.008
C -5.1102 2.0943 2.5142  -0.443
O -5.6430 1.4238 3.4311  0.077
N -5.6949 3.1900 1.7196  -0.432
C -5.5070 4.5539 2.3113  -0.087
S -7.2600 2.8963 1.0892  0.687
I -7.0535 1.0251 -0.4912  0.622
C -8.4856 2.2986 2.3893  -0.754
O -9.3999 1.4993 1.9782  -0.100
O -8.4162 2.6738 3.7331  -0.134
H -3.4634 0.6552 1.8510  0.089
H -2.9639 1.8140 3.1988  0.099
H -3.1000 2.4925 1.4339  0.077
H -6.4742 5.1521 2.0852  0.106
H -5.2547 4.5679 3.4308  0.093
H -4.6828 5.0727 1.6746  0.093
C 0.7596 -0.7260 0.6526  -0.109
C 1.7956 -0.0955 -0.0316  -0.128
C 1.5136 0.9196 -0.9409  -0.085
C 0.1956 1.3117 -1.1595  -0.090
C -0.8396 0.6842 -0.4731  -0.100
C -0.5584 -0.3379 0.4302  -0.090
H 0.9795 -1.5200 1.3593  0.102
H 2.8237 -0.3963 0.1438  0.107
H 2.3205 1.4062 -1.4788  0.104
H -0.0239 2.1065 -1.8651  0.101
H -1.8671 0.9914 -0.6426  0.093
H -1.3661 -0.8308 0.9613  0.096
C 5.1808 0.5591 4.6290  -0.097
C 3.9743 -0.0744 4.9118  -0.097
C 2.8646 0.1468 4.1013  -0.094
C 2.9644 0.9945 3.0015  -0.104
C 4.1720 1.6250 2.7167  -0.095
C 5.2792 1.4111 3.5325  -0.097
H 6.0448 0.3890 5.2631  0.100
H 3.8984 -0.7406 5.7653  0.100
H 1.9222 -0.3420 4.3258  0.100
H 2.1010 1.1632 2.3670  0.087
H 4.2501 2.2848 1.8581  0.100
H 6.2189 1.9070 3.3134  0.100
C -3.2381 5.9846 4.8657  -0.109
C -4.0606 5.4973 5.8775  -0.100
C -4.1941 6.2053 7.0680  -0.089
C -3.5124 7.4063 7.2430  -0.093
C -2.6929 7.8953 6.2297  -0.095
C -2.5521 7.1828 5.0428  -0.094
H -3.1313 5.4305 3.9384  0.083
H -4.5978 4.5638 5.7385  0.098
H -4.8300 5.8220 7.8591  0.104
H -3.6202 7.9609 8.1694  0.102
H -2.1628 8.8326 6.3659  0.101
H -1.9090 7.5615 4.2553  0.100
C 1.9688 -4.5027 0.1362  -0.087
C 2.5597 -3.6055 -0.7484  -0.082
C 3.4809 -4.0584 -1.6883  -0.088
C 3.8041 -5.4112 -1.7500  -0.105
C 3.2103 -6.3089 -0.8676  -0.107
C 2.2960 -5.8547 0.0783  -0.100
H 1.2530 -4.1488 0.8712  0.095
H 2.3024 -2.5519 -0.7047  0.070
H 3.9466 -3.3574 -2.3737  0.097
H 4.5189 -5.7651 -2.4863  0.092
H 3.4611 -7.3640 -0.9169  0.107
H 1.8373 -6.5541 0.7695  0.102
C 4.9844 -4.9175 -6.9222  -0.096
C 4.9691 -4.6326 -5.5601  -0.099
C 6.1664 -4.5206 -4.8580  -0.101
C 7.3794 -4.6841 -5.5213  -0.095
C 7.3943 -4.9654 -6.8842  -0.097
C 6.1973 -5.0865 -7.5840  -0.096
H 4.0511 -5.0081 -7.4684  0.100
H 4.0230 -4.4983 -5.0444  0.094
H 6.1544 -4.3049 -3.7944  0.091
H 8.3127 -4.5921 -4.9755  0.101
H 8.3402 -5.0913 -7.4015  0.100
H 6.2094 -5.3112 -8.6453  0.100
C -1.7882 7.8329 -1.7538  -0.093
C -1.4720 6.7249 -0.9735  -0.095
C -2.4528 5.7865 -0.6666  -0.103
C -3.7485 5.9514 -1.1489  -0.106
C -4.0637 7.0575 -1.9323  -0.093
C -3.0851 8.0007 -2.2315  -0.092
H -1.0241 8.5663 -1.9901  0.102
H -0.4603 6.5930 -0.6033  0.101
H -2.2075 4.9258 -0.0524  0.091
H -4.5125 5.2168 -0.9136  0.090
H -5.0735 7.1850 -2.3095  0.102
H -3.3323 8.8657 -2.8376  0.102
C -0.0070 -8.9694 -5.3094  -0.099
C 0.9644 -8.0028 -5.0663  -0.095
C 1.1645 -7.5256 -3.7742  -0.089
C 0.3993 -8.0225 -2.7230  -0.091
C -0.5696 -8.9919 -2.9655  -0.097
C -0.7760 -9.4624 -4.2590  -0.100
H -0.1650 -9.3388 -6.3175  0.099
H 1.5658 -7.6202 -5.8850  0.098
H 1.9174 -6.7671 -3.5859  0.086
H 0.5587 -7.6539 -1.7148  0.088
H -1.1652 -9.3804 -2.1453  0.099
H -1.5351 -10.2141 -4.4486  0.099

Number 1: total energy -180452.1834 eV, largest force on an atom 0.68 eV/Å. Number 2: total energy -75044.5245 eV, largest force on an atom 10.13 eV/Å.